A cluster of 7 separate species, C29H66Cl2NO6 in total, computed with ωB97M-V/def2-TZVPD.

The geometry in ORCA input format:
```
! wB97M-V def2-TZVPD RIJCOSX def2/J DEFGRID3
* xyz 1 1
H -2.297 -3.099 2.941
C -1.839 -0.097 -6.243
H 3.415 -0.050 -2.818
H -0.953 -3.858 7.734
C 1.261 -0.023 -2.880
H 3.808 4.098 5.446
H 5.028 3.590 4.265
C 0.405 -2.939 0.264
C -1.427 -3.637 3.327
C 4.868 4.139 5.194
C 5.313 5.582 5.029
H -0.109 -4.220 6.234
C 1.960 1.900 3.580
H -1.786 -0.885 -8.235
H 6.372 5.625 4.748
H -2.344 -3.614 -7.153
H -1.702 -3.748 -4.412
C -1.528 -2.570 6.115
C 0.097 2.468 -1.676
C 1.121 1.546 -1.039
H 0.248 2.576 -2.750
C 1.158 4.722 4.098
H 0.733 0.318 4.380
H 2.131 1.939 -1.175
H -0.004 3.576 2.683
H -0.177 1.773 3.991
C -4.899 1.413 -7.505
H 2.163 5.135 4.189
H -5.121 1.422 -8.572
H -2.410 0.598 -5.625
C 1.016 3.969 2.789
H 1.170 -1.104 -3.014
H -1.215 -1.243 -1.687
O -3.713 -0.740 -7.704
H -2.367 0.769 -8.154
H -4.518 -0.021 -5.934
C -2.869 -1.924 -0.631
O -0.207 -4.391 -5.683
H 0.341 -2.792 7.168
H -0.391 -5.127 -7.534
H 7.574 5.233 6.585
H -0.039 -3.640 -3.839
H -0.974 -6.223 -6.299
H 5.420 3.625 5.983
H -5.631 -0.578 -7.174
C -2.404 -0.203 -7.651
H -0.104 -1.947 3.218
Cl -3.101 -3.372 -1.476
C -3.794 -1.249 0.045
C -0.882 -5.606 -3.656
C -5.212 -1.691 0.192
O 1.969 2.933 2.610
H 0.442 5.544 4.137
H -0.809 0.262 -6.283
H 1.114 -3.696 0.527
H -0.918 2.093 -1.517
H -2.972 -4.709 -5.923
C -0.739 -4.278 -4.386
C 0.647 1.138 3.665
H 4.755 6.045 4.214
H -5.837 -0.853 0.490
H -2.867 -5.248 -7.595
O -1.010 -1.870 4.992
H -1.238 -5.441 -2.637
C 7.209 5.981 7.290
H -4.012 2.026 -7.340
H -5.588 -2.099 -0.747
C -0.499 -3.410 6.851
O 1.052 0.195 -1.487
C -0.450 -2.662 3.968
H 2.758 1.222 3.277
Cl -3.325 0.207 0.843
H 0.975 4.083 4.963
H 0.169 3.460 -1.231
H 5.309 5.039 7.702
C -0.957 -5.172 -6.605
H 2.727 0.171 -4.434
H 7.622 5.742 8.270
H 2.237 2.293 4.564
C -0.532 -2.353 -0.185
C -2.366 -4.656 -6.829
N -1.470 -1.442 -0.708
H -2.386 -3.185 5.820
H -1.589 -6.273 -4.149
O 5.059 6.398 6.155
H 7.593 6.954 6.979
C 5.692 6.009 7.363
H 0.081 -6.114 -3.607
C 2.617 0.433 -3.382
H 1.182 4.650 1.954
H 0.437 -3.196 4.328
H -1.392 -0.556 -0.181
H 0.461 0.445 -3.466
H -1.850 -1.076 -5.758
H -1.786 -4.392 4.026
H -5.729 1.882 -6.975
H -1.910 -1.793 6.776
H 2.744 1.511 -3.293
H 5.373 6.749 8.097
H 0.952 1.495 0.037
C -4.713 -0.012 -7.014
H -5.263 -2.458 0.968
H 0.388 0.721 2.688
H -0.944 -4.160 2.501
*
```

The calculation puts the molar mass at 595.754 u. Its gap between HOMO and LUMO is 7.99 eV.

***

A structure of composition C2H5NO, computed with ωB97M-V/def2-TZVPD.

The geometry in ORCA input format:
```
! wB97M-V def2-TZVPD RIJCOSX def2/J DEFGRID3
* xyz 1 2
C -0.451 -0.061 0.230
H -2.112 1.077 -0.068
H 1.453 -1.011 -0.048
O -0.621 -1.116 1.145
H 1.435 0.692 -0.494
H 0.650 -0.390 -1.596
C 0.875 -0.238 -0.510
H -0.159 -0.086 1.409
N -1.069 1.133 -0.067
*
```

The calculation puts the molar mass at 59.068 u. Its gap between HOMO and LUMO (spin up / spin down) is 11.22 / 8.48 eV. Its relative energy (zero: lowest compared OMol25 entry of this formula, charge and spin) is 4.587 eV.

***

A cluster of 2 separate species, C5H7ClN2OS in total, computed with ωB97M-V/def2-TZVPD.

The geometry in ORCA input format:
```
! wB97M-V def2-TZVPD RIJCOSX def2/J DEFGRID3
* xyz 0 1
H -0.359 -2.147 -0.613
C 0.403 0.113 2.378
C -0.909 0.717 -2.630
H -1.338 -0.371 -2.913
H 2.622 -0.444 -0.055
Cl -1.325 -2.862 -0.527
C -0.437 0.538 0.067
S -1.646 1.177 -1.019
H 2.480 -0.301 2.553
N -0.674 0.554 1.402
H 0.111 0.818 -2.531
H -1.411 1.410 -3.325
H -1.643 0.717 1.748
C 1.728 -0.163 0.496
N 0.720 0.122 -0.410
C 1.640 -0.165 1.829
O 0.037 0.287 3.550
*
```

The calculation puts the molar mass at 178.644 u. Its gap between HOMO and LUMO is 9.28 eV. Its relative energy (zero: lowest compared OMol25 entry of this formula, charge and spin) is 0.201 eV. As for the SMILES: CSc1nccc(=O)[nH]1.Cl.

***

A structure of composition C35H47Cl3N5O2SeV, computed with ωB97M-V/def2-TZVPD.

The geometry in ORCA input format:
```
! wB97M-V def2-TZVPD RIJCOSX def2/J DEFGRID3
* xyz -1 4
H 7.702 -9.161 17.441
H 8.586 -10.567 17.891
H 6.910 -4.538 15.639
C 9.363 -3.501 22.346
C 11.741 -7.502 12.855
H 11.174 -11.592 20.833
C 12.525 -6.804 13.937
H 13.899 -8.499 16.062
H 9.752 -13.756 21.002
H 7.570 -12.783 17.341
H 14.657 -10.801 17.013
H 6.389 -11.575 22.246
H 10.104 -9.456 21.343
C 7.704 -4.133 20.156
C 11.780 -6.657 15.236
N 7.311 -4.278 16.516
H 6.634 -0.423 16.731
H 9.555 -11.688 15.675
C 9.850 -8.053 16.128
H 5.181 -0.681 17.931
C 9.344 -12.796 21.231
H 10.722 -6.784 11.061
H 8.842 -13.770 16.667
Cl 10.424 -3.168 23.628
C 10.743 -6.506 12.115
C 4.788 -3.213 17.400
H 5.365 -6.373 18.279
H 9.742 -6.595 12.511
H 10.935 -6.000 15.063
H 9.620 -1.793 18.484
H 7.869 -1.490 18.790
Se 8.494 -6.915 15.574
C 7.620 -9.043 22.188
H 4.139 -2.659 18.123
H 11.128 -5.479 12.227
C 8.360 -9.952 17.038
N 9.655 -9.289 16.681
N 5.960 -2.446 17.106
Cl 9.652 -5.727 18.984
C 8.006 -13.141 16.413
C 5.717 -1.002 17.021
C 8.012 -3.114 22.352
C 6.432 -8.964 23.109
H 5.752 -8.166 22.819
H 12.765 -5.775 13.629
H 6.695 -10.970 16.200
C 13.619 -10.485 16.939
H 10.973 -4.318 21.225
C 7.171 -2.970 16.872
H 8.376 -12.123 14.495
H 9.086 -2.655 14.786
H 7.665 -10.074 14.961
V 7.803 -5.763 17.611
H 12.444 -7.925 12.162
C 8.055 -12.762 21.618
N 11.166 -7.833 15.860
O 8.169 -8.039 21.736
C 7.702 -10.673 15.851
Cl 5.597 -2.759 21.289
C 13.193 -9.295 16.320
O 6.927 -4.422 19.110
C 8.642 -1.470 18.020
H 7.284 -13.795 15.852
H 5.016 -4.206 17.843
C 12.688 -11.292 17.575
C 9.052 -4.563 20.232
H 4.096 -3.278 16.535
C 11.348 -10.955 17.583
H 6.154 -7.765 17.608
C 8.140 -10.330 21.888
C 10.943 -9.875 16.851
H 10.199 -1.914 15.995
H 6.712 -8.539 24.124
H 7.552 -2.691 23.225
N 8.296 -2.169 16.773
H 13.561 -7.291 14.122
H 12.382 -6.239 16.005
H 5.018 -0.794 16.189
H 8.809 -0.384 17.827
H 10.582 -11.502 18.132
C 7.413 -11.541 21.934
C 10.126 -11.552 21.145
H 5.840 -9.885 23.270
H 7.557 -13.721 21.799
C 11.869 -8.983 16.272
C 9.389 -2.601 15.836
H 11.159 -8.383 13.178
H 13.060 -12.218 17.991
C 9.509 -10.346 21.436
H 9.737 -3.621 16.118
C 8.490 -11.932 15.565
C 6.362 -6.762 17.960
C 7.208 -3.315 21.235
C 9.898 -4.201 21.265
*
```

The calculation puts the molar mass at 806.057 u. Its gap between HOMO and LUMO (spin up / spin down) is 2.47 / 5.35 eV. Its relative energy (zero: lowest compared OMol25 entry of this formula, charge and spin) is 4.302 eV.

***

Please write out number 3 again, unchanged.
A cluster of 2 separate species, C5H7ClN2OS in total, computed with ωB97M-V/def2-TZVPD.

The geometry in ORCA input format:
```
! wB97M-V def2-TZVPD RIJCOSX def2/J DEFGRID3
* xyz 0 1
H -0.359 -2.147 -0.613
C 0.403 0.113 2.378
C -0.909 0.717 -2.630
H -1.338 -0.371 -2.913
H 2.622 -0.444 -0.055
Cl -1.325 -2.862 -0.527
C -0.437 0.538 0.067
S -1.646 1.177 -1.019
H 2.480 -0.301 2.553
N -0.674 0.554 1.402
H 0.111 0.818 -2.531
H -1.411 1.410 -3.325
H -1.643 0.717 1.748
C 1.728 -0.163 0.496
N 0.720 0.122 -0.410
C 1.640 -0.165 1.829
O 0.037 0.287 3.550
*
```

The calculation puts the molar mass at 178.644 u. Its gap between HOMO and LUMO is 9.28 eV. Its relative energy (zero: lowest compared OMol25 entry of this formula, charge and spin) is 0.201 eV. As for the SMILES: CSc1nccc(=O)[nH]1.Cl.